# 1
DFT (ωB97M-V/def2-TZVPD) results for a 8-piece molecular cluster, C33H52Cl2F2O15 overall.

Cartesian coordinates (Å):
C: -0.131000 0.405580 14.200540
C: -0.667100 -0.971760 13.837530
O: -2.085180 -0.997300 13.784410
C: -2.712050 -0.513260 12.735490
O: -2.219860 0.181170 11.802070
O: -3.966630 -0.781230 12.840500
C: -4.855520 -0.374110 11.794960
H: -0.318370 0.972630 13.288710
H: 0.952950 0.476200 14.290880
H: -0.616280 0.819560 15.084420
H: -0.339360 -1.749930 14.526830
H: -0.183120 -1.281970 12.911450
H: -4.704560 0.691680 11.623490
H: -5.895850 -0.421870 12.116740
H: -4.699780 -0.932310 10.871780
C: -9.551200 -0.769550 6.055290
C: -10.682740 0.298130 5.929610
O: -10.158020 1.616770 5.945470
C: -9.542080 2.114780 7.033530
O: -9.409440 1.568020 8.144550
O: -9.100920 3.311180 6.676810
C: -8.450630 4.122660 7.646140
H: -8.793740 -0.615690 6.823850
H: -9.023790 -0.691510 5.104580
H: -9.894630 -1.796430 6.180510
H: -11.472980 0.274610 6.679990
H: -11.158260 0.098050 4.969430
H: -8.080200 5.034590 7.177880
H: -7.664290 3.566490 8.156470
H: -9.096970 4.547910 8.413930
C: -11.219280 -1.019910 11.566930
C: -10.125490 -1.884650 12.296180
O: -9.018070 -1.095840 12.748470
C: -8.877840 -0.713640 14.035590
O: -9.627250 -0.932390 14.992590
O: -7.745170 -0.087710 14.180060
C: -7.498220 0.636380 15.390000
H: -11.672250 -0.218270 12.150270
H: -12.005530 -1.737660 11.332950
H: -10.864730 -0.659970 10.601100
H: -9.749700 -2.676360 11.648040
H: -10.595450 -2.491810 13.069870
H: -8.291180 1.325510 15.680530
H: -6.575630 1.215250 15.347190
H: -7.393060 0.028840 16.288850
C: -12.018530 -6.291720 3.937400
C: -12.402520 -6.444780 5.429540
O: -11.612170 -5.619090 6.263990
C: -11.912440 -5.491720 7.601870
O: -12.833750 -6.077890 8.171360
O: -11.094930 -4.556570 8.117630
C: -11.328880 -4.192060 9.478170
H: -11.127760 -6.896870 3.768830
H: -11.785260 -5.279520 3.607060
H: -12.789500 -6.608740 3.235110
H: -12.403770 -7.505660 5.679820
H: -13.459960 -6.214980 5.560350
H: -12.353540 -3.849650 9.622790
H: -10.640620 -3.387390 9.736840
H: -11.096670 -5.027490 10.138650
C: -2.075420 5.592800 8.014220
C: -2.309780 4.786760 6.814770
O: -3.505170 4.090790 6.938480
C: -4.052010 3.397830 5.939160
O: -3.672180 3.072600 4.810090
O: -5.225250 3.049820 6.461050
C: -6.200660 2.328730 5.737610
H: -1.893040 5.046490 8.939640
H: -3.017700 6.100850 8.219380
H: -1.209190 6.246320 7.911030
H: -1.389950 4.277500 6.527250
H: -2.407890 5.442710 5.949790
H: -6.776800 3.028950 5.132750
H: -6.933110 1.858690 6.393870
H: -5.719380 1.664040 5.020220
F: -9.509200 -4.096230 5.494680
C: -8.453430 -4.862340 5.696930
C: -8.340030 -6.079770 5.050650
C: -7.282440 -6.974400 5.306120
C: -6.302460 -6.674750 6.255920
C: -6.378850 -5.426470 6.829820
C: -7.464560 -4.528530 6.618990
H: -9.052880 -6.463430 4.335780
H: -7.330100 -7.901090 4.753510
H: -5.568020 -7.446340 6.433820
H: -5.566530 -5.157080 7.488570
H: -7.533910 -3.572530 7.116630
F: -6.655560 2.250040 11.506490
C: -6.620580 3.582680 11.225740
C: -5.442230 4.333340 11.176830
C: -5.456140 5.706320 10.851220
C: -6.674810 6.304890 10.601730
C: -7.837460 5.574140 10.549080
C: -7.789040 4.250350 10.922980
H: -4.453640 3.912820 11.287520
H: -4.549420 6.288870 10.781260
H: -6.683230 7.339570 10.292270
H: -8.781040 6.079620 10.405730
H: -8.684880 3.651150 10.992500
Cl: -6.565440 -0.377060 8.267080
C: -7.831850 -0.662070 9.416330
Cl: -7.885970 -2.451350 9.575930
H: -7.628190 -0.209810 10.386930
H: -8.834610 -0.381250 9.094300

Forces on the atoms, in the same order (eV/Å):
C -0.2 0.1 -0.9
C 1.6 0.0 0.2
O 0.2 -0.6 0.4
C 2.1 3.1 -3.3
O -0.8 -2.2 2.6
O -2.2 -1.1 0.5
C 0.0 1.2 -0.3
H -0.4 0.6 0.4
H 0.0 -0.6 0.3
H 0.0 0.1 -0.2
H -0.6 0.1 0.4
H -0.6 0.1 -0.5
H 0.3 -0.1 -0.3
H 0.3 -0.7 0.5
H 0.1 0.0 0.2
C -0.2 0.6 -0.3
C 0.5 -1.4 1.2
O 0.6 0.7 -0.1
C -0.2 -1.5 1.5
O -0.4 1.4 -2.6
O -0.2 0.4 0.0
C 0.3 0.4 0.8
H -0.4 0.4 0.1
H 0.2 -0.3 -0.1
H -0.4 0.2 -0.2
H 0.2 -0.4 0.3
H 0.1 0.7 -0.1
H 0.3 -0.5 -0.6
H 0.1 0.1 -0.2
H -0.6 -0.7 0.0
C 0.8 -1.3 0.2
C -1.5 0.4 0.0
O 0.4 0.1 0.4
C -2.3 -1.3 2.1
O 0.7 0.2 -2.3
O 1.7 1.2 -0.4
C -0.1 0.3 1.3
H 0.4 -0.1 0.1
H -0.2 0.0 0.0
H 0.2 0.3 0.1
H 0.4 0.6 -0.4
H 0.1 0.6 0.7
H -0.3 0.0 -0.7
H 0.0 -0.3 -0.8
H -0.1 -0.7 -0.4
C 0.6 0.1 0.5
C -1.7 -0.3 -1.0
O 0.5 0.3 1.5
C -1.8 -0.8 -0.6
O 2.1 1.2 -1.0
O -0.3 -0.5 -0.5
C 0.1 -0.1 0.4
H 0.0 0.0 -0.3
H 0.1 0.2 0.5
H -0.2 -0.4 0.4
H 0.7 0.0 0.4
H -0.1 0.5 0.1
H 0.0 -0.2 0.0
H 0.0 0.0 -0.5
H -0.3 -0.1 0.0
C -0.4 0.5 1.7
C 1.6 0.8 -2.3
O 0.1 -0.9 0.0
C -0.5 -1.3 -1.8
O -0.1 1.3 2.6
O -0.7 -0.1 1.0
C 0.0 0.4 -1.5
H 0.1 -0.6 -0.2
H 0.2 0.7 0.0
H -0.3 0.3 -0.2
H -0.3 -1.3 0.3
H -0.2 0.4 -0.1
H 0.0 0.2 -0.1
H 0.7 -0.2 0.3
H -0.1 -0.4 0.3
F -0.3 0.7 -0.3
C 1.4 -1.4 0.8
C 0.5 -1.2 -0.4
C -0.9 0.9 0.3
C -1.1 -0.4 -1.5
C -0.4 0.8 0.6
C 0.6 -0.5 -0.5
H -0.3 0.5 0.0
H 0.3 -0.2 0.1
H 0.4 0.4 0.3
H -0.2 0.3 0.3
H 0.2 0.0 0.1
F 0.2 0.9 -0.1
C 0.7 1.3 -0.4
C 0.8 0.1 -0.3
C -0.9 -1.2 0.4
C 0.5 0.8 -1.0
C 0.1 0.1 1.1
C -1.0 -1.5 0.2
H -0.1 -0.5 0.3
H 0.1 -0.2 0.1
H -0.1 0.2 0.2
H -0.1 -0.1 -0.2
H -0.3 0.0 -0.2
Cl 0.4 0.9 -0.4
C -0.7 -0.9 0.6
Cl -0.2 -0.1 0.5
H 0.2 -0.1 -0.2
H 0.5 0.3 -0.4

Values from the calculation:
2S+1: 1
Net charge: 0
SMILES: CCOC(=O)OC.CCOC(=O)OC.CCOC(=O)OC.CCOC(=O)OC.CCOC(=O)OC.Fc1ccccc1.Fc1ccccc1.ClCCl

Atomic partial charges in e from the Mulliken method, atoms 1 to 99:
1. C -1.052
2. C -0.222
3. O -0.358
4. C 0.774
5. O -0.627
6. O -0.272
7. C -0.331
8. H 0.277
9. H 0.371
10. H 0.272
11. H 0.336
12. H 0.295
13. H 0.257
14. H -0.010
15. H 0.270
16. C -0.191
17. C -0.399
18. O -0.368
19. C 0.671
20. O -0.542
21. O -0.335
22. C -0.749
23. H -0.265
24. H 0.363
25. H 0.076
26. H 0.331
27. H 0.296
28. H 0.269
29. H 0.330
30. H 0.410
31. C -0.776
32. C -0.413
33. O -0.094
34. C 0.512
35. O -0.630
36. O -0.171
37. C -0.796
38. H 0.365
39. H 0.361
40. H 0.018
41. H 0.274
42. H 0.434
43. H 0.339
44. H 0.280
45. H 0.320
46. C -1.067
47. C -0.350
48. O -0.099
49. C 0.472
50. O -0.595
51. O -0.099
52. C -0.435
53. H 0.202
54. H 0.276
55. H 0.393
56. H 0.327
57. H 0.373
58. H 0.344
59. H -0.126
60. H 0.358
61. C -1.156
62. C -0.227
63. O -0.164
64. C 0.511
65. O -0.611
66. O -0.105
67. C -0.375
68. H 0.283
69. H 0.254
70. H 0.400
71. H 0.349
72. H 0.296
73. H 0.349
74. H -0.280
75. H 0.476
76. F -0.160
77. C 0.173
78. C -0.300
79. C -0.570
80. C -0.510
81. C -0.566
82. C 0.171
83. H 0.238
84. H 0.374
85. H 0.400
86. H 0.375
87. H 0.394
88. F -0.029
89. C 0.191
90. C -0.404
91. C -0.451
92. C -0.568
93. C -0.590
94. C -0.251
95. H 0.448
96. H 0.481
97. H 0.337
98. H 0.465
99. H 0.395

---

# 2
DFT (ωB97M-V/def2-TZVPD) results for a 6-piece molecular cluster, C21H27N4O6 overall.

Cartesian coordinates (Å):
O: -0.341835 -1.426486 -0.907808
C: -0.668667 -0.281405 -1.642415
O: -1.764205 0.325048 -1.400010
O: 0.079975 0.145501 -2.545807
H: -0.894490 -1.402730 -0.101236
C: -5.704894 1.351026 1.223390
C: -6.016405 2.038980 -0.112472
C: -6.430042 3.487440 0.134525
O: -5.196145 4.132686 0.120997
C: -4.247848 3.367864 -0.490332
O: -3.144693 3.709615 -0.737582
O: -4.820760 2.187018 -0.820705
H: -5.217011 0.362888 1.085793
H: -6.654273 1.195441 1.741839
H: -5.001915 1.966935 1.830488
H: -6.735459 1.479115 -0.698072
H: -6.919895 3.649349 1.127303
H: -7.188165 3.882063 -0.604555
N: 3.971742 0.686038 -0.166178
C: 5.274166 1.011126 -0.140380
C: 5.507940 2.103006 -0.978707
C: 4.213407 2.459310 -1.437672
C: 3.309571 1.547896 -1.021943
H: 3.553819 -0.084808 0.338587
H: 5.945363 0.452167 0.486021
H: 6.532193 2.484078 -1.224438
H: 3.849058 3.236360 -2.144958
H: 2.242387 1.516082 -1.228152
N: -2.241918 0.407807 1.275796
C: -1.876457 1.160489 2.374382
C: -2.298062 0.550397 3.531229
C: -2.972426 -0.658376 3.165022
C: -2.810852 -0.709404 1.782729
H: -2.043627 0.542012 0.253638
H: -1.306706 2.070988 2.180274
H: -2.168734 1.006045 4.505439
H: -3.504627 -1.364759 3.786395
H: -2.931856 -1.471856 1.051428
N: 1.940283 -1.869297 -2.785457
C: 1.708613 -3.251822 -3.030455
C: 2.973964 -3.802413 -3.184171
C: 3.916103 -2.712447 -3.035459
C: 3.250614 -1.541895 -2.880767
H: 1.266769 -1.098081 -2.721663
H: 0.666641 -3.585163 -3.099100
H: 3.196222 -4.821619 -3.460253
H: 5.000096 -2.776034 -3.070533
H: 3.641919 -0.563627 -2.594625
N: 2.065615 -1.983742 0.875542
C: 2.023020 -1.541121 2.145121
C: 3.215973 -1.880907 2.743631
C: 4.013323 -2.618774 1.829170
C: 3.283253 -2.622534 0.657980
H: 1.311150 -1.927291 0.176155
H: 1.134475 -0.988214 2.428388
H: 3.542018 -1.565776 3.727327
H: 5.025852 -2.962537 2.023680
H: 3.446454 -3.001634 -0.336383

Forces on the atoms, in the same order (eV/Å):
O 0.0 0.4 0.4
C -1.8 3.0 -1.5
O 0.7 -1.6 1.3
O 0.9 -1.8 0.9
H 0.0 0.0 -0.7
C 0.3 -0.4 -0.1
C -0.4 -0.3 1.5
C -2.0 -0.1 0.4
O 0.7 1.2 0.0
C -0.6 -0.2 -0.5
O 0.0 0.1 0.2
O 1.1 0.0 -0.8
H -0.3 0.6 -0.1
H 0.2 0.1 0.3
H -0.6 -0.3 -0.3
H 0.0 -0.1 -0.2
H 0.6 -0.3 -0.6
H 1.2 -0.2 0.3
N -1.1 0.0 -0.4
C 1.1 0.5 -0.3
C 0.7 -0.6 0.8
C -0.2 1.4 -2.2
C -0.6 -0.5 1.3
H 0.1 0.1 -0.1
H 0.2 -0.1 -0.1
H -1.4 -0.1 0.3
H 0.9 -0.5 0.6
H 0.3 -0.3 0.2
N 0.7 0.1 1.9
C 0.4 0.8 -1.2
C -0.4 0.4 0.0
C 0.8 0.5 -1.1
C -0.6 -0.5 -0.2
H 0.0 0.0 0.1
H -0.4 -0.2 0.4
H -0.1 -0.3 0.0
H 0.3 0.0 -0.1
H -0.9 -0.8 -0.1
N -0.8 -0.6 -0.7
C 0.9 2.4 0.4
C -0.2 0.9 0.0
C 1.2 -1.4 -0.8
C -0.3 -0.6 1.2
H -0.7 -0.2 0.0
H 0.8 -0.1 0.1
H 0.0 0.0 0.2
H -0.2 -0.2 -0.1
H -0.4 -0.3 -0.4
N 0.9 -1.0 -1.2
C -0.2 0.4 0.3
C 0.0 0.3 1.0
C -0.5 0.8 -0.5
C -0.8 -0.2 -0.4
H 0.6 0.1 0.4
H 0.4 0.0 0.5
H -0.2 -0.2 0.0
H -0.4 0.0 -0.3
H 0.3 -0.2 0.0

Values from the calculation:
2S+1: 1
Net charge: -1

Listed below, in e, are the Mulliken charges computed for each atom:
1. O -0.470
2. C 0.631
3. O -0.869
4. O -0.799
5. H 0.193
6. C -1.204
7. C 0.351
8. C -0.430
9. O -0.358
10. C 0.646
11. O -0.488
12. O -0.326
13. H 0.241
14. H 0.424
15. H 0.280
16. H 0.355
17. H 0.278
18. H 0.241
19. N 0.246
20. C -0.265
21. C -0.686
22. C -0.357
23. C -0.604
24. H 0.319
25. H 0.396
26. H 0.314
27. H 0.347
28. H 0.325
29. N 0.569
30. C -0.797
31. C -0.352
32. C -0.990
33. C -0.567
34. H 0.202
35. H 0.476
36. H 0.443
37. H 0.455
38. H 0.646
39. N 0.225
40. C -0.424
41. C -0.612
42. C -0.627
43. C -0.316
44. H 0.352
45. H 0.398
46. H 0.404
47. H 0.408
48. H 0.315
49. N 0.240
50. C -0.388
51. C -0.503
52. C -0.477
53. C -0.374
54. H 0.289
55. H 0.370
56. H 0.370
57. H 0.408
58. H 0.127

---

# 3
DFT (ωB97M-V/def2-TZVPD) results for C8H10CdF3NO3S as an isolated structure.

Cartesian coordinates (Å):
C: 2.739341 0.762976 -1.216235
C: 1.713182 1.435571 -1.934916
C: 0.848926 0.450533 -2.514360
C: 1.362646 -0.846571 -2.148861
C: 2.537122 -0.639144 -1.353721
Cd: 0.280812 0.063168 -0.205389
N: 1.100231 0.047917 1.902458
C: 0.719403 1.343535 2.334538
C: 0.055165 1.911333 1.073045
H: 0.090194 0.639153 -3.279325
H: 1.663220 2.511870 -2.118430
H: 1.045521 -1.797176 -2.585581
H: 3.230543 -1.418210 -1.025758
H: 3.599040 1.240854 -0.737693
H: 0.663985 2.705713 0.627971
H: -0.078938 1.271566 3.112668
H: 1.616597 -0.484344 2.600075
H: -1.004126 2.105617 1.260689
H: 1.546121 1.974465 2.737284
F: -4.710922 -1.986752 1.133102
C: -3.655261 -2.235131 0.320168
F: -3.193548 -3.480654 0.573498
F: -4.062007 -2.168576 -0.967345
S: -2.262485 -0.989952 0.597114
O: -2.431995 0.087655 -0.405435
O: -2.321875 -0.660987 2.006406
O: -1.090892 -1.844429 0.214028

Forces on the atoms, in the same order (eV/Å):
C 0.1 -0.2 -1.1
C 0.8 -0.5 -0.9
C 1.0 0.2 -0.4
C 0.7 0.3 -0.4
C 0.2 0.4 -0.7
Cd 0.0 0.7 1.9
N 1.3 -1.6 0.1
C -1.1 -0.2 -0.5
C -0.1 0.5 0.2
H 0.1 -0.1 0.6
H -0.2 -0.4 0.3
H -0.1 0.3 0.4
H -0.5 0.3 0.2
H -0.6 -0.2 0.1
H -0.5 0.4 -0.1
H 0.2 0.4 0.3
H 0.1 -0.2 0.2
H 0.1 0.7 -0.3
H -0.1 0.1 -0.1
F 0.2 -0.4 -0.6
C 0.9 0.8 0.1
F -0.8 0.4 -0.2
F -0.2 -0.5 0.6
S 2.1 -0.1 -0.8
O -0.9 -1.4 1.5
O -0.7 -0.2 -1.0
O -1.9 0.5 0.4

Values from the calculation:
2S+1: 1
Net charge: -2
Energy relative to the best compared isomer or geometry (same formula, charge and spin), eV: 0.000

Listed below, in e, are the Mulliken charges computed for each atom:
1. C -0.176
2. C -0.302
3. C -0.838
4. C -1.043
5. C -0.249
6. Cd 0.484
7. N -0.446
8. C -0.280
9. C -0.908
10. H 0.419
11. H 0.411
12. H 0.416
13. H 0.346
14. H 0.309
15. H 0.294
16. H 0.156
17. H -0.046
18. H 0.187
19. H 0.280
20. F -0.235
21. C 0.466
22. F -0.240
23. F -0.239
24. S 1.234
25. O -0.631
26. O -0.598
27. O -0.771

---

no.,E_HOMO (eV),strongest force on any atom (eV/A)
1,-9.164,4.97
2,-5.439,3.80
3,1.158,2.27